The following is a quantum chemistry calculation of a gas-phase ion, C23H28N3 (charge +1), from the Open Molecules 2025 dataset.

Geometry as XYZ:
```
54
Properties=species:S:1:pos:R:3
C -1.354 3.270 -0.751
N 0.073 3.258 -1.058
C 0.407 4.161 -2.172
C 1.881 4.437 -2.202
C 2.625 3.145 -2.177
N 2.162 2.282 -1.068
C 3.091 1.211 -0.799
C 0.882 2.302 -0.615
C 0.194 0.879 -0.217
C -0.699 0.073 0.602
C -1.495 -0.710 -0.570
C -0.725 -1.516 -1.409
C -1.272 -1.992 -2.587
C -2.548 -1.563 -2.987
C -3.284 -0.729 -2.158
C -2.761 -0.256 -0.965
C -0.100 -0.939 1.577
C 0.775 -0.702 2.651
N 0.919 -1.873 3.390
C 1.390 -1.925 4.749
C 0.209 -2.893 2.764
C -0.113 -4.117 3.322
C -1.007 -4.947 2.613
C -1.638 -4.459 1.460
C -1.431 -3.143 1.023
C -0.480 -2.358 1.644
H -1.506 2.982 0.284
H -1.700 4.310 -0.915
H -1.919 2.614 -1.427
H 0.100 3.721 -3.136
H -0.154 5.069 -2.043
H 2.136 4.999 -3.122
H 2.184 5.070 -1.356
H 2.506 2.614 -3.133
H 3.682 3.302 -2.070
H 3.172 0.993 0.262
H 2.856 0.313 -1.376
H 4.082 1.526 -1.159
H 1.054 0.219 -0.308
H -0.226 0.861 -1.249
H -1.534 0.599 1.158
H 0.297 -1.772 -1.121
H -0.702 -2.653 -3.197
H -2.951 -1.910 -3.942
H -4.265 -0.394 -2.452
H -3.296 0.449 -0.329
H 1.302 0.213 2.900
H 1.488 -2.970 5.038
H 2.347 -1.417 4.861
H 0.672 -1.449 5.429
H 0.269 -4.415 4.284
H -1.220 -5.963 2.950
H -2.341 -5.069 0.904
H -2.032 -2.734 0.206
```

Strongest force on any atom in Eh/bohr: 0.1037
E_HOMO in eV: -10.0
Energy in eV: -28767.9364
SMILES string: CN1CCC[N+](C)=C1C[C@@H](c1ccccc1)c1cn(C)c2ccccc12
Charge: +1
Gap between HOMO and LUMO in eV: 7.234

These are the natural (NBO) partial charges, in e, on atoms 1 to 5:
1 C -0.415
2 N -0.375
3 C -0.213
4 C -0.433
5 C -0.210